Molecular formula: C8H18INOSSb
Method: DFT, ωB97M-V/def2-TZVPD

Output
HOMO level	-4.63	eV
E	-1381.66807	Ha
charge	-1

Each line ends with the Mulliken charge.
Atoms and positions in Å:
C 3.995 -1.552 0.118  -1.214
C 2.634 -0.873 0.305  -0.121
C 2.387 0.351 -0.544  -1.220
I 2.222 -0.164 -2.622  -0.096
Sb 0.662 1.589 0.155  0.736
C -0.950 0.654 -0.979  -1.024
C -2.282 0.919 -0.288  -0.525
C -3.407 -0.066 -0.607  -0.612
O -2.904 -1.377 -0.782  -0.265
C -3.821 -2.376 -0.443  -0.788
N 2.344 2.486 1.485  -0.588
C 2.142 2.517 2.653  0.314
S 1.865 2.560 4.244  -0.478
H 3.930 -2.421 -0.539  0.313
H 4.718 -0.862 -0.322  0.320
H 4.404 -1.888 1.072  0.346
H 1.831 -1.597 0.126  0.291
H 2.528 -0.547 1.346  0.276
H 3.251 1.015 -0.516  0.648
H 0.440 0.439 1.458  -0.042
H -0.389 2.742 0.933  -0.097
H 1.122 2.750 -1.070  -0.073
H -0.925 1.066 -1.990  0.384
H -0.749 -0.416 -1.042  0.407
H -2.146 0.945 0.799  0.298
H -2.635 1.916 -0.570  0.281
H -4.137 -0.068 0.214  0.393
H -3.946 0.231 -1.520  0.290
H -3.994 -2.420 0.641  0.318
H -4.790 -2.230 -0.942  0.302
H -3.400 -3.325 -0.774  0.226


Molecular formula: C13H25AlClO7S
Method: DFT, ωB97M-V/def2-TZVPD

Output
HOMO level	-5.01	eV
E	-2137.99652	Ha
charge	-1

Each line ends with the Mulliken charge.
Atoms and positions in Å:
C -5.175 -3.937 1.496  -1.194
C -3.723 -3.525 1.145  -0.323
C -3.605 -3.016 -0.309  -0.559
C -3.905 -1.493 -0.452  -0.396
O -2.994 -0.861 -1.312  -0.529
Al -1.639 -0.038 -0.439  -0.044
C -1.946 1.860 0.213  -0.835
C -1.892 2.052 1.779  -0.274
C -0.588 2.668 2.229  0.316
O -0.508 3.723 2.739  -0.563
O 0.566 1.949 1.977  -0.351
O -0.492 -1.072 0.541  -0.458
C 0.677 -1.163 -0.227  -0.644
C 0.786 0.139 -1.077  1.375
C 2.074 0.319 -1.891  -0.986
C 2.775 1.671 -1.609  -0.394
C 4.302 1.596 -1.932  -0.778
C 5.167 2.341 -0.878  -0.771
S 6.175 1.236 0.131  1.087
O 7.547 1.491 -0.124  -0.573
O 5.779 -0.115 -0.003  -0.511
Cl 5.737 1.778 2.084  -0.235
O -0.417 0.213 -1.798  -0.665
H -5.156 -4.541 2.413  0.354
H -5.832 -3.075 1.664  0.285
H -5.621 -4.554 0.707  0.330
H -3.137 -4.451 1.222  0.308
H -3.388 -2.781 1.874  0.265
H -4.330 -3.600 -0.896  0.369
H -2.628 -3.229 -0.754  0.315
H -4.026 -1.011 0.540  0.177
H -4.897 -1.432 -0.944  0.274
H -2.875 2.273 -0.198  0.500
H -1.119 2.454 -0.203  0.320
H -2.647 2.791 2.066  0.260
H -2.052 1.095 2.286  0.279
H 1.000 1.840 2.836  0.269
H 0.562 -1.954 -1.001  0.233
H 1.608 -1.420 0.308  0.357
H 0.744 0.966 -0.332  -0.641
H 1.913 0.259 -2.972  0.204
H 2.779 -0.459 -1.558  0.502
H 2.351 2.462 -2.239  0.212
H 2.664 1.971 -0.560  0.307
H 4.596 0.547 -2.025  0.529
H 4.503 2.043 -2.913  0.394
H 4.514 2.904 -0.203  0.552
H 5.776 3.084 -1.398  0.351